C30H44BrClN2P2Pd as an isolated structure, computed with the ωB97M-V functional and the def2-TZVPD basis.

XYZ file:
```
81
Properties=species:S:1:pos:R:3:mulliken_spin:R:1
N 2.0277 3.5165 -9.2466 0.805
C 1.6393 2.2327 -9.2997 0.007
C 1.3746 1.4676 -8.1706 0.090
C 1.4859 2.0621 -6.8936 -0.042
C 1.8882 3.4254 -6.8430 0.093
C 2.1385 4.0912 -8.0446 0.009
C 1.1745 1.3139 -5.6931 0.032
Pd 0.4439 -1.1463 0.3909 1.262
P -3.9784 0.0435 4.1322 0.681
C 0.9390 1.8995 -4.5014 -0.022
C 0.5396 1.1638 -3.3390 0.028
C -0.1716 1.8626 -2.3383 -0.025
C -0.7290 1.1640 -1.2793 -0.011
C -0.4382 -0.1963 -1.2609 0.029
C 0.2738 -0.9371 -2.2079 0.020
C 0.8182 -0.2189 -3.2716 0.024
Br -2.1387 -0.7383 0.4192 0.090
H 1.0177 0.2289 -5.7980 0.000
H 0.9269 2.9955 -4.3841 -0.001
H 1.0783 0.4241 -8.2724 0.009
H 2.0167 3.9727 -5.9168 0.010
H 1.5515 1.7925 -10.2919 0.022
H 2.4577 5.1264 -8.0414 0.022
H -0.3299 2.9553 -2.4505 0.000
H 1.4389 -0.6986 -4.0402 -0.001
H -1.2523 1.6630 -0.4672 -0.002
H 0.5267 -1.9964 -2.0844 -0.002
P 1.6350 0.1720 1.6735 0.219
C -4.7975 -0.6275 2.6314 0.056
C -6.2822 -0.2553 2.5408 0.012
H -4.7006 -1.7276 2.6536 -0.011
H -4.2224 -0.2551 1.7666 0.047
H -6.7583 -0.8053 1.7181 0.000
H -6.8073 -0.5245 3.4660 -0.001
H -6.4337 0.8135 2.3479 0.000
C -3.3447 1.7107 3.7087 0.057
C -3.4806 2.6867 4.8922 0.012
H -3.9408 2.0511 2.8476 -0.006
H -2.2943 1.6073 3.3921 0.036
H -3.3218 3.7202 4.5614 0.000
H -4.4750 2.6380 5.3554 0.000
H -2.7384 2.4734 5.6696 0.000
C -2.5060 -0.9782 4.4612 0.057
C -2.8799 -2.1118 5.4338 0.016
H -1.7427 -0.3439 4.9210 -0.007
H -2.1787 -1.3180 3.4794 0.041
H -1.9931 -2.5804 5.8815 0.002
H -3.4864 -1.7334 6.2717 -0.004
H -3.4616 -2.9040 4.9412 0.000
C 2.3990 -0.6612 3.1156 0.017
C 3.9109 -0.5065 3.2803 0.019
H 2.1472 -1.7282 3.0024 -0.002
H 1.8683 -0.2914 4.0090 0.005
H 4.4571 -1.0724 2.5154 0.000
H 4.2463 0.5381 3.2563 -0.001
H 4.2055 -0.9187 4.2532 0.004
C 0.6226 1.5578 2.3189 0.035
C 0.9202 2.9158 1.6831 0.008
H 0.7942 1.5767 3.4078 0.014
H -0.4348 1.2942 2.1597 -0.016
H 1.9679 3.2089 1.8242 -0.001
H 0.7041 2.8981 0.6090 -0.001
H 0.2888 3.6917 2.1355 0.004
C 2.9378 0.7844 0.5351 -0.003
C 3.6690 -0.3292 -0.2452 0.024
H 3.6402 1.3688 1.1392 0.026
H 2.4631 1.4731 -0.1786 -0.006
H 3.9823 0.0525 -1.2231 0.001
H 4.5649 -0.6771 0.2808 -0.002
H 3.0151 -1.1926 -0.4351 -0.008
Cl -0.4973 -5.8810 -2.5300 0.005
C 0.3020 -5.2465 -1.1751 0.014
C 1.3245 -5.9329 -0.5252 -0.008
C 1.9908 -5.2917 0.5111 0.016
C 1.6503 -3.9814 0.8541 0.005
N 0.7327 -3.3224 0.1368 0.209
C -0.0248 -3.9434 -0.7787 -0.011
H 1.5886 -6.9301 -0.8633 0.001
H 2.7720 -5.7843 1.0699 0.001
H 2.1420 -3.4423 1.6744 -0.008
H -0.8590 -3.4042 -1.2385 0.008
```

Highest occupied orbital energy (alpha / beta) ... -18.636 / -18.621 eV
ΔE to the lowest compared entry with this formula, charge and spin ... 0.000 eV
Strongest force on any atom ... 0.09643 Eh/bohr
LUMO level (alpha / beta) ... -11.9834 / -13.6365 eV
Spin multiplicity ... 5
Net charge ... +4

C30H44BrN3P2Pd as an isolated structure, computed with the ωB97M-V functional and the def2-TZVPD basis.

XYZ file:
```
81
Properties=species:S:1:pos:R:3:mulliken_spin:R:1
C 4.1344 -3.3281 0.8215 0.079
C 3.8850 -2.6476 -0.3852 -0.012
C 3.3776 -3.3678 -1.4794 0.076
C 3.3630 -4.7665 -1.4056 0.006
N 3.6997 -5.4017 -0.2836 0.774
C 4.0960 -4.7335 0.8011 0.005
C 4.0661 -1.2405 -0.4923 0.017
C 4.0543 -0.0498 -0.7672 -0.011
C 3.5018 1.2676 -0.7022 -0.014
C 2.4390 1.3893 0.1988 0.112
C 1.5370 2.4372 0.0665 -0.089
C 1.7189 3.3338 -0.9858 0.042
C 2.9017 3.3731 -1.7405 -0.021
C 3.8313 2.3154 -1.5743 0.082
Pd -0.5225 1.6298 0.3693 1.145
P -0.7482 -0.8352 0.9663 0.180
H 3.0265 -2.8341 -2.3619 0.012
H 4.3747 -2.7818 1.7291 0.010
H 3.0716 -5.3436 -2.2951 0.027
H 4.3883 -5.3056 1.6917 0.026
H 4.7662 2.2704 -2.1232 -0.002
H 2.2437 0.5604 0.8737 0.009
H 3.0849 4.1625 -2.4611 0.002
H 0.7805 2.7679 0.8387 0.055
C -2.4406 -1.2538 1.5507 0.026
C -2.9342 -2.7044 1.4980 0.027
H -3.1135 -0.6169 0.9540 0.007
H -2.4874 -0.8776 2.5827 0.003
H -3.9814 -2.7072 1.8342 0.003
H -2.9264 -3.1129 0.4792 -0.001
H -2.3873 -3.3796 2.1723 -0.001
C -0.3639 -1.9256 -0.4836 0.024
C -0.0694 -3.4098 -0.2740 0.019
H 0.5120 -1.4461 -0.9577 0.000
H -1.2100 -1.8032 -1.1795 0.000
H 0.1247 -3.8581 -1.2577 0.002
H 0.8351 -3.5753 0.3211 -0.005
H -0.9056 -3.9661 0.1707 -0.001
C 0.3987 -1.5220 2.2514 0.051
C -0.0001 -2.7587 3.0497 0.022
H 0.5747 -0.6841 2.9404 0.017
H 1.3489 -1.7008 1.7229 -0.006
H 0.8053 -2.9681 3.7664 0.001
H -0.9097 -2.6068 3.6413 -0.001
H -0.1153 -3.6659 2.4418 0.001
Br 0.2669 4.5767 -1.1797 0.051
P -1.5653 1.5367 -1.7385 0.072
C -2.6865 0.1590 -2.1634 0.014
C -3.8647 0.4885 -3.0840 0.017
H -3.0609 -0.2381 -1.2064 -0.015
H -2.0817 -0.6321 -2.6293 0.009
H -4.4710 -0.4133 -3.2409 0.002
H -4.5227 1.2558 -2.6605 0.001
H -3.5393 0.8264 -4.0770 -0.003
C -2.5099 3.0752 -1.9698 0.027
C -2.6141 3.6181 -3.3937 0.025
H -2.0001 3.8281 -1.3445 0.012
H -3.5053 2.9115 -1.5265 0.022
H -3.1341 4.5857 -3.3743 0.002
H -1.6360 3.7912 -3.8590 -0.001
H -3.1950 2.9580 -4.0482 0.000
C -0.1654 1.4444 -2.9107 -0.034
C -0.4675 1.1379 -4.3785 0.009
H 0.5118 0.6811 -2.4977 0.005
H 0.3687 2.4008 -2.8240 -0.006
H 0.4751 1.1533 -4.9460 0.001
H -0.9091 0.1399 -4.5095 -0.002
H -1.1338 1.8796 -4.8373 -0.001
N -2.5056 2.0243 2.9019 0.378
C -1.2674 2.0935 3.4574 0.084
C -1.1177 2.4029 4.8268 0.193
C 0.1474 2.3271 5.3960 -0.030
C 1.2072 1.9003 4.5901 0.216
C 0.9796 1.6435 3.2487 0.092
N -0.2234 1.8091 2.6544 0.130
H -2.6051 1.8017 1.9181 0.002
H -3.3231 2.2110 3.4469 -0.018
H -2.0076 2.6687 5.3882 -0.001
H 0.3111 2.5587 6.4502 0.005
H 2.2196 1.7658 4.9796 -0.007
H 1.7986 1.3008 2.6171 0.053
```

Highest occupied orbital energy (alpha / beta) ... -18.599 / -19.254 eV
ΔE to the lowest compared entry with this formula, charge and spin ... 0.000 eV
Strongest force on any atom ... 0.07306 Eh/bohr
LUMO level (alpha / beta) ... -11.3221 / -14.9022 eV
Spin multiplicity ... 5
Net charge ... +4

C30H44Cl2GdNP as an isolated structure, computed with the ωB97M-V functional and the def2-TZVPD basis.

XYZ file:
```
79
Properties=species:S:1:pos:R:3:mulliken_spin:R:1
P 0.0756 -0.6826 -0.8458 0.054
C 1.6336 -0.1008 -1.7952 -0.001
C 1.8780 -0.4908 -3.2595 0.000
C 3.2801 -0.0536 -3.7029 0.000
C 3.5628 1.4317 -3.4442 0.000
C 3.1916 1.8660 -2.0247 0.000
C 1.7772 1.4182 -1.6345 -0.005
C -1.3516 0.1600 -1.7758 0.002
C -1.2363 0.3144 -3.2934 0.000
C -2.5482 0.8625 -3.8691 0.000
C -2.9766 2.1786 -3.2058 0.000
C -2.9557 2.1114 -1.6790 0.000
C -1.6572 1.5142 -1.1149 -0.013
C -0.0906 -2.3804 -1.6505 -0.008
C 1.1101 -3.2800 -1.3102 -0.002
C 1.0163 -4.6750 -1.9501 0.000
C -0.3223 -5.3739 -1.6613 0.000
C -1.5218 -4.4756 -1.9869 0.000
C -1.4287 -3.0781 -1.3578 0.001
H 2.3790 -0.6094 -1.1561 0.000
H 1.1372 -0.0023 -3.9031 0.000
H 1.7664 -1.5727 -3.4229 0.000
H 3.3970 -0.2722 -4.7718 0.000
H 4.0200 -0.6550 -3.1543 0.000
H 4.6252 1.6270 -3.6135 0.000
H 3.0114 2.0441 -4.1716 0.000
H 3.8984 1.4217 -1.3102 0.000
H 3.2546 2.9551 -1.9318 0.000
H 1.5605 1.7324 -0.6014 -0.001
H 1.0478 1.9133 -2.2941 0.000
H -2.1745 -0.5387 -1.5533 0.002
H -3.3360 0.1090 -3.7159 0.000
H -0.9949 -0.6416 -3.7828 0.000
H -0.4224 1.0155 -3.5288 0.000
H -2.4281 1.0065 -4.9502 0.000
H -3.9865 2.4313 -3.5439 0.000
H -2.3201 2.9885 -3.5504 0.000
H -3.0940 3.1119 -1.2584 0.000
H -3.7952 1.4894 -1.3402 0.000
H -1.7369 1.4055 -0.0198 0.007
H -0.8189 2.2012 -1.3089 0.000
H -0.0643 -2.0638 -2.7063 0.000
H 2.0518 -2.8135 -1.6285 0.000
H 1.1784 -3.4000 -0.2181 -0.001
H 1.1435 -4.6018 -3.0411 0.000
H 1.8396 -5.2931 -1.5702 0.000
H -0.3567 -5.6522 -0.5965 0.000
H -0.3859 -6.3088 -2.2356 0.000
H -2.4418 -4.9583 -1.6388 0.000
H -1.5984 -4.3858 -3.0798 0.000
H -2.2624 -2.4820 -1.7456 0.000
H -1.5850 -3.1451 -0.2717 0.000
Gd -0.0088 -0.2127 2.6505 6.638
Cl -2.2398 -1.1207 1.8697 0.003
Cl 2.3629 0.2061 1.8613 0.011
C -0.5295 1.7001 3.8844 0.263
H -0.7515 1.5474 4.9626 0.027
C -0.5481 3.0785 3.5564 -0.008
C -1.1906 4.1474 4.2957 0.006
C -1.3281 5.4152 3.7572 0.008
C -0.7827 5.7130 2.4920 -0.017
C -0.0448 4.7370 1.7932 0.008
C 0.1078 3.4641 2.3166 -0.018
H -1.5843 3.9187 5.2931 0.000
H -1.8710 6.1868 4.3041 0.001
H 0.4036 4.9942 0.8239 0.001
H 0.7556 2.7337 1.8121 0.022
H -0.9169 6.7171 2.0660 -0.002
C 0.4745 -2.1238 7.6183 0.002
C 1.4512 -1.2783 7.0944 -0.001
C 1.3255 -0.7964 5.7810 -0.004
N 0.3091 -1.1765 4.9490 0.040
C -0.6805 -1.9462 5.4989 -0.010
C -0.6041 -2.4574 6.8024 -0.002
H 0.5456 -2.4978 8.6337 0.000
H 2.3152 -0.9595 7.6794 0.000
H 2.0411 -0.0747 5.3711 -0.002
H -1.5485 -2.1374 4.8601 0.001
H -1.4083 -3.1003 7.1499 0.000
```

Highest occupied orbital energy (alpha / beta) ... -2.035 / -1.842 eV
Strongest force on any atom ... 0.04218 Eh/bohr
LUMO level (alpha / beta) ... 2.2378 / 2.2422 eV
Spin multiplicity ... 8
Net charge ... -1

Number 2 is which compound? C30H44BrN3P2Pd

Which value of strongest force on any atom does entry 3 give? 0.04218 Eh/bohr

The lowest strongest force on any atom belongs to which entry? C30H44Cl2GdNP

Which of these has the lowest net charge? C30H44Cl2GdNP